[1]
Density functional theory data (the ωB97M-V functional and the def2-TZVPD basis) for an isolated ion of composition C12H22N2O6P and charge -1 in a non-equilibrium geometry.

Geometry as ORCA input:
```
! RIJCOSX wB97M-V def2-TZVPD def2/J DEFGRID3
* xyz -1 1
C 2.68 -3.00 0.99
C 1.46 -3.03 0.84
C -0.13 -2.92 0.82
N -0.46 -1.54 0.40
O 0.38 -0.63 1.01
C 0.94 0.16 -0.06
C 1.88 1.33 0.45
C 1.06 2.72 0.50
C 3.08 1.56 -0.59
C 2.57 1.67 -2.10
C 4.28 0.51 -0.41
C -1.90 -1.20 0.58
N -2.74 -2.30 1.06
C -2.49 -0.77 -0.86
P -4.00 0.33 -0.79
O -3.68 1.81 -0.94
O -4.98 -0.04 -2.13
O -4.93 0.11 0.58
C -1.99 0.00 1.66
O -2.28 -0.21 2.87
O -1.78 1.28 1.30
H 3.67 -3.20 1.47
H -0.45 -3.19 1.87
H -0.48 -3.67 0.04
H 1.57 -0.51 -0.73
H 0.16 0.63 -0.73
H 2.35 1.12 1.46
H 0.79 2.98 1.57
H 0.10 2.66 -0.11
H 1.67 3.55 0.01
H 3.53 2.58 -0.34
H 3.33 2.28 -2.67
H 2.49 0.67 -2.61
H 1.59 2.24 -2.12
H 4.75 0.33 -1.43
H 3.85 -0.45 0.02
H 5.04 1.00 0.29
H -2.55 -2.54 2.04
H -3.74 -2.08 1.01
H -1.74 -0.26 -1.52
H -2.79 -1.73 -1.41
H -5.30 0.83 -2.44
H -4.81 0.92 1.13
*
```

SMILES	C#CCN(OC[C@H](C)C(C)C)[C@](N)(CP(=O)(O)O)C(=O)[O-]
HOMO level	-0.1557	Ha
E	-37353.2077	eV
orbital gap	7.3	eV
LUMO level	3.08	eV

[2]
Density functional theory data (the ωB97M-V functional and the def2-TZVPD basis) for C26H22Cl2FN4O4Pt as an isolated structure in a non-equilibrium geometry.

Geometry as ORCA input:
```
! RIJCOSX wB97M-V def2-TZVPD def2/J DEFGRID3
* xyz 1 3
Pt 2.77 1.47 -2.02
F -1.25 1.13 3.42
C -1.43 0.46 2.24
C -0.50 0.71 1.22
C -0.46 -0.13 0.12
C 0.54 0.00 -0.94
O 1.17 1.13 -0.88
C 0.76 -1.12 -1.80
C -0.06 -2.21 -1.61
N -1.18 -2.25 -0.83
C -2.04 -3.32 -0.97
C -1.62 -4.68 -0.54
C -1.83 -4.44 -1.96
C -1.28 -1.28 0.14
C -2.16 -1.53 1.22
C -2.36 -0.61 2.23
N -3.40 -0.77 3.18
C -4.46 -1.68 2.89
C -5.37 -2.04 4.04
N -5.44 -1.01 5.15
C -5.20 0.34 4.61
C -3.78 0.42 3.99
C 1.86 -1.27 -2.88
O 2.03 -2.42 -3.37
O 2.56 -0.22 -3.18
H 0.17 1.52 1.30
H 0.13 -3.06 -2.22
H -3.10 -3.11 -0.77
H -2.44 -5.18 0.02
H -0.60 -4.71 -0.14
H -2.80 -4.84 -2.42
H -1.00 -4.36 -2.66
H -2.62 -2.52 1.28
H -4.13 -2.67 2.56
H -5.09 -1.29 2.09
H -5.15 -3.00 4.54
H -6.35 -2.16 3.63
H -4.83 -1.24 5.93
H -6.40 -1.05 5.57
H -5.27 1.13 5.40
H -5.91 0.58 3.79
H -3.04 0.57 4.77
H -3.70 1.32 3.35
Cl 3.99 5.86 0.13
C 4.77 5.11 -1.17
C 5.88 5.62 -1.84
C 6.55 4.86 -2.86
Cl 7.84 5.68 -3.71
C 6.05 3.60 -3.31
C 6.61 2.84 -4.34
C 6.04 1.62 -4.64
C 4.97 1.13 -3.89
N 4.35 1.93 -2.98
C 4.93 3.12 -2.61
C 4.26 3.83 -1.55
O 3.22 3.25 -0.97
H 6.33 6.56 -1.49
H 7.49 3.22 -4.84
H 6.46 1.02 -5.44
H 4.51 0.12 -4.00
*
```

expectation value of S²	2.04
HOMO level (alpha / beta)	-0.2456 / -0.3692	Ha
E	-72468.8402	eV
orbital gap (alpha / beta)	2.9 / 6.3	eV
LUMO level (alpha / beta)	-3.75 / -3.75	eV

[3]
Density functional theory data (the ωB97M-V functional and the def2-TZVPD basis) for C32H40FGeN6O6SZr as an isolated structure in a non-equilibrium geometry.

Geometry as ORCA input:
```
! RIJCOSX wB97M-V def2-TZVPD def2/J DEFGRID3
* xyz 1 1
Zr 10.45 8.02 14.73
F 7.04 10.18 20.44
C 8.10 10.86 19.88
C 8.59 10.33 18.75
C 9.70 10.95 18.13
C 10.24 10.46 16.83
O 9.58 9.56 16.21
C 11.40 11.15 16.34
C 11.88 12.23 16.98
N 11.35 12.77 18.15
C 11.92 13.99 18.69
C 12.39 13.89 20.12
C 13.39 13.99 19.04
C 10.29 12.07 18.72
C 9.70 12.58 19.93
C 8.60 12.02 20.51
N 7.94 12.64 21.59
C 8.02 11.99 22.89
C 6.94 12.61 23.85
N 6.77 14.03 23.45
C 6.16 14.21 22.08
C 6.57 13.02 21.15
C 12.37 10.56 15.30
O 13.43 11.14 14.99
O 12.10 9.34 14.91
H 8.17 9.46 18.33
H 12.72 12.67 16.54
H 11.42 14.85 18.31
H 12.30 12.91 20.49
H 12.26 14.71 20.86
H 14.03 13.16 18.75
H 13.92 14.90 18.82
H 10.11 13.45 20.41
H 9.07 12.07 23.33
H 7.82 10.91 22.86
H 7.13 12.51 24.92
H 5.97 12.13 23.67
H 7.73 14.53 23.43
H 6.21 14.56 24.13
H 6.63 15.15 21.74
H 5.10 14.30 22.17
H 6.63 13.31 20.10
H 5.89 12.17 21.19
N 15.33 6.07 12.64
C 13.97 5.96 12.62
C 13.17 6.72 13.49
N 11.85 6.63 13.42
C 11.33 5.78 12.54
C 12.14 4.96 11.77
N 13.44 5.03 11.80
H 15.83 6.83 13.03
H 15.86 5.52 11.97
H 13.53 7.55 14.10
H 10.25 5.77 12.40
H 11.69 4.32 11.01
C 13.90 1.86 13.82
C 13.08 2.83 14.70
C 13.57 3.77 15.60
C 12.64 4.63 16.18
C 11.29 4.56 15.95
C 10.79 3.55 15.13
C 11.71 2.73 14.52
S 10.15 5.79 16.60
O 9.17 5.27 17.51
O 9.49 6.22 15.30
O 10.87 7.03 16.94
H 14.96 1.73 14.15
H 13.91 2.22 12.81
H 13.47 0.89 13.90
H 14.64 3.83 15.90
H 12.98 5.30 16.93
H 9.74 3.54 14.85
H 11.38 1.96 13.83
C 6.66 9.00 11.46
Ge 7.31 8.51 13.22
C 6.76 6.66 13.57
C 6.63 9.71 14.75
C 9.27 8.59 13.28
H 5.59 9.03 11.38
H 7.02 8.18 10.85
H 7.01 10.04 11.12
H 5.71 6.39 13.42
H 7.03 6.31 14.61
H 7.25 5.96 12.85
H 5.57 9.76 14.74
H 7.11 10.65 14.53
H 7.05 9.34 15.70
H 9.81 9.41 12.73
*
```

HOMO level	-0.3016	Ha
E	-126402.0562	eV
orbital gap	4.8	eV
LUMO level	-3.41	eV

[4]
Density functional theory data (the ωB97M-V functional and the def2-TZVPD basis) for C36H27AsBrCoN5S as an isolated structure.

Geometry as ORCA input:
```
! RIJCOSX wB97M-V def2-TZVPD def2/J DEFGRID3
* xyz 2 2
Co -0.56 0.13 -1.53
S 4.91 4.89 -2.69
N 4.95 3.34 -2.27
C 3.70 2.93 -2.20
C 3.28 1.58 -1.86
C 4.14 0.54 -1.48
C 3.59 -0.67 -1.12
C 2.21 -0.84 -1.19
N 1.39 0.11 -1.60
C 1.91 1.32 -1.87
C 0.94 2.38 -2.12
N -0.35 2.01 -1.96
C -1.29 2.93 -2.17
C -0.99 4.24 -2.52
C 0.33 4.63 -2.64
C 1.33 3.68 -2.44
C 2.76 3.94 -2.50
N 3.31 5.10 -2.78
H 5.21 0.72 -1.46
H 4.21 -1.49 -0.78
H 1.77 -1.78 -0.88
H -2.32 2.61 -2.05
H -1.80 4.95 -2.68
H 0.60 5.64 -2.90
C -0.23 -5.39 -2.49
C -1.03 -4.16 -2.21
C -2.42 -4.19 -2.07
C -3.14 -3.03 -1.86
C -2.41 -1.87 -1.77
Br -3.23 -0.17 -1.63
N -1.09 -1.79 -1.83
C -0.42 -2.92 -2.08
H -0.87 -6.26 -2.59
H 0.48 -5.59 -1.68
H 0.34 -5.28 -3.41
H -2.94 -5.14 -2.14
H -4.21 -3.02 -1.78
H 0.65 -2.83 -2.20
C 3.74 0.00 2.57
C 3.26 1.07 1.82
C 1.94 1.06 1.38
C 1.11 -0.01 1.69
C 1.59 -1.07 2.45
C 2.91 -1.06 2.88
As -0.68 0.05 0.96
C -1.61 -1.52 1.58
C -2.83 -1.39 2.23
C -3.56 -2.52 2.59
C -3.06 -3.78 2.32
C -1.83 -3.92 1.68
C -1.12 -2.79 1.30
C -1.48 1.51 1.92
C -2.39 2.34 1.27
C -3.01 3.37 1.96
C -2.71 3.58 3.30
C -1.79 2.76 3.95
C -1.18 1.72 3.26
H 4.77 0.01 2.92
H 3.89 1.91 1.60
H 1.56 1.91 0.82
H 0.95 -1.90 2.73
H 3.29 -1.88 3.49
H -3.23 -0.41 2.47
H -4.50 -2.41 3.10
H -3.61 -4.66 2.62
H -1.43 -4.90 1.48
H -0.16 -2.92 0.80
H -2.63 2.18 0.23
H -3.72 4.01 1.46
H -3.19 4.38 3.84
H -1.56 2.93 4.99
H -0.47 1.09 3.77
*
```

expectation value of S²	0.84
HOMO level (alpha / beta)	-0.4969 / -0.5138	Ha
E	-224552.6297	eV
orbital gap (alpha / beta)	7.2 / 7.6	eV
LUMO level (alpha / beta)	-6.29 / -6.43	eV

[5]
Density functional theory data (the ωB97M-V functional and the def2-TZVPD basis) for an isolated ion of composition C3H3O4P and charge -2 in a non-equilibrium geometry.

Geometry as ORCA input:
```
! RIJCOSX wB97M-V def2-TZVPD def2/J DEFGRID3
* xyz -2 1
C -1.10 -1.27 1.03
C -0.21 -0.84 0.01
C 0.90 -0.02 -0.54
O 2.64 -0.03 1.54
O 3.23 -1.66 -0.40
O 3.35 0.92 -0.73
O -1.11 -1.73 -0.50
P 2.80 -0.26 0.09
H -0.64 -1.97 1.69
H 1.01 0.06 -1.56
H 0.95 1.06 -0.19
*
```

SMILES	O=P([O-])([O-])CC1=CO1
HOMO level	0.0013	Ha
E	-20635.9850	eV
orbital gap	6.7	eV
LUMO level	6.77	eV

[6]
Density functional theory data (the ωB97M-V functional and the def2-TZVPD basis) for a 2-piece molecular cluster, C4H9P overall in a non-equilibrium geometry.

Geometry as ORCA input:
```
! RIJCOSX wB97M-V def2-TZVPD def2/J DEFGRID3
* xyz 0 1
C 2.11 -1.41 0.16
C -0.54 0.63 1.14
C -0.86 -0.10 -1.13
C -0.16 0.86 -0.24
P 1.33 -2.64 -0.31
H 1.04 0.94 -0.29
H -1.61 0.54 1.23
H -0.14 1.34 1.85
H -0.19 -0.42 1.43
H -0.73 -1.06 -0.65
H -1.89 0.25 -1.11
H -0.50 -0.21 -2.13
H -0.55 1.84 -0.46
H 2.70 -0.54 0.51
*
```

SMILES	C#P.CCC
HOMO level	-0.3706	Ha
E	-13580.0745	eV
orbital gap	10.7	eV
LUMO level	0.61	eV

Which value of E does entry 1 give?
-37353.2077 eV